Below is the molecule C5H11NO, with properties calculated with wB97M-V/def2-TZVPD.

## Properties
- total energy (Ha) = -327.0074
- highest occupied orbital energy (eV) = -8.6
- energy relative to the best compared isomer or geometry (same formula, charge and spin) (eV) = 3.373
- orbital gap (eV) = 9.572
- largest force on an atom (eV/A) = 5.6

ORCA input file:
```
! wB97M-V def2-TZVPD RIJCOSX def2/J DEFGRID3
* xyz 0 1
C 1.014 -0.390 1.523
N 0.980 -0.376 0.041
C 0.280 -1.228 -0.925
C -0.323 -0.274 -1.970
C -0.498 0.883 -0.935
O -1.647 1.195 -0.539
C -0.031 0.362 2.239
H 1.142 -1.476 1.861
H 2.041 -0.026 1.696
H 1.736 0.217 -0.275
H -0.387 -1.793 -0.274
H 1.054 -1.950 -1.284
H 0.285 -0.072 -2.886
H -1.314 -0.634 -2.201
H 0.061 1.834 -1.031
H -0.040 1.468 1.964
H -0.952 0.154 1.665
H -0.016 0.244 3.310
*
```

=====

Below is a cluster of 2 separate species, CH7N3O in total, with properties calculated with wB97M-V/def2-TZVPD.

## Properties
- total energy (Ha) = -281.7082
- highest occupied orbital energy (eV) = -9.5
- energy relative to the best compared isomer or geometry (same formula, charge and spin) (eV) = 3.855
- orbital gap (eV) = 10.339
- largest force on an atom (eV/A) = 3.3

ORCA input file:
```
! wB97M-V def2-TZVPD RIJCOSX def2/J DEFGRID3
* xyz 0 1
N 2.161 -0.059 -0.397
O 1.016 0.754 -0.742
H 0.675 0.426 -1.674
H 2.585 0.469 0.367
H 1.724 -0.881 0.035
N -1.633 0.581 0.667
C -1.075 -0.376 -0.123
N -0.585 -1.485 0.265
H -1.052 0.848 1.454
H -2.002 1.392 0.187
H -0.586 -1.552 1.282
H -1.229 -0.118 -1.320
*
```

=====

Below is a structure of composition C5H10NO2, with properties calculated with wB97M-V/def2-TZVPD.

## Properties
- total energy (Ha) = -401.6039
- highest occupied orbital energy (eV) = -1.2
- energy relative to the best compared isomer or geometry (same formula, charge and spin) (eV) = 6.065
- orbital gap (eV) = 4.435
- largest force on an atom (eV/A) = 6.0

ORCA input file:
```
! wB97M-V def2-TZVPD RIJCOSX def2/J DEFGRID3
* xyz -1 1
O -2.398 1.187 -0.296
C -1.851 0.112 -0.165
O -1.857 -0.830 0.940
C -0.937 -0.467 -1.242
C 0.487 -0.577 -0.700
C 0.957 0.623 0.113
C 2.929 -0.430 0.849
N 2.370 0.819 0.368
H -1.247 -1.518 -1.386
H -1.054 0.063 -2.178
H 0.595 -1.497 -0.117
H 1.112 -0.738 -1.594
H 0.638 1.515 -0.464
H 0.384 0.690 1.079
H 2.479 -0.870 1.757
H 3.891 -0.032 1.196
H 3.102 -1.298 0.174
H -2.692 -0.692 0.249
*
```